Density functional theory data (ωB97M-V/def2-TZVPD) for an isolated molecule of C3H4N2O3.

E_HOMO	-9.58	eV
charge	0
2S+1	1
SMILES string	O=C1CN=C(NO)O1
frontier orbital gap	9.875	eV

Element x y z (Å)
C -0.478 0.395 -0.056
C 1.628 1.088 0.121
C 1.495 -0.334 -0.107
H -2.667 -1.272 0.860
H -2.500 1.260 -0.192
H 2.049 1.737 -0.634
H 1.958 1.301 1.053
N -1.847 0.472 0.144
N 0.250 1.390 -0.106
O -2.744 -0.704 -0.118
O 2.232 -1.354 0.008
O 0.071 -0.812 -0.027